# C37H41Cl3Ge3N2O4W

A molecular structure, C37H41Cl3Ge3N2O4W at a distorted geometry (ωB97M-V with the def2-TZVPD basis set, the Open Molecules 2025 dataset).

Relative energy (zero: lowest compared OMol25 entry of this formula, charge and spin) = 0.000 eV
Highest occupied orbital energy (alpha / beta) = -0.3961 / -0.3980 Ha
F_max = 1.4 eV Å⁻¹
Kohn-Sham gap (alpha / beta) = 5.7 / 5.4 eV
DFT total energy = -9523.29944 hartree

Structure (ORCA input):
```
! wB97M-V def2-TZVPD RIJCOSX def2/J DEFGRID3
* xyz 1 2
W 1.571 0.928 1.775
C 1.659 -3.076 2.100
C 1.225 -2.152 3.177
N 1.096 -0.834 3.113
C 0.760 -0.400 4.376
C 0.643 -1.467 5.208
N 0.938 -2.553 4.431
C 0.322 -1.660 6.651
O 0.067 -0.580 7.361
O 0.307 -2.779 7.090
C 0.715 1.051 4.606
O 0.394 1.564 5.647
O 1.119 1.708 3.524
H 1.976 -2.503 1.233
H 0.847 -3.741 1.806
H 2.496 -3.682 2.448
H 0.955 -3.496 4.798
H 0.138 0.252 6.837
C -1.013 5.211 0.848
C 0.186 4.411 1.360
Ge 0.594 2.857 0.212
C 1.905 3.316 -1.195
C 1.280 4.126 -2.333
C -1.016 2.331 -0.746
C -1.712 1.243 -0.412
Ge -1.044 0.365 1.225
C -1.883 1.167 2.838
C -3.407 1.210 2.877
C -1.261 -1.606 1.214
C -2.439 -2.236 0.472
C -2.908 0.815 -1.189
C -4.033 0.251 -0.592
C -5.144 -0.105 -1.341
C -5.148 0.082 -2.714
C -4.033 0.632 -3.329
C -2.929 0.994 -2.574
H -1.223 6.057 1.503
H -1.913 4.596 0.801
H -0.836 5.607 -0.154
H 0.006 4.057 2.377
H 1.083 5.031 1.403
H 2.338 2.388 -1.583
H 2.715 3.884 -0.737
H 0.474 3.579 -2.824
H 2.023 4.368 -3.095
H 0.863 5.068 -1.972
H -1.377 2.960 -1.562
H -1.484 2.178 2.944
H -1.523 0.594 3.695
H -3.811 1.824 2.074
H -3.746 1.643 3.819
H -3.847 0.212 2.804
H -1.284 -1.908 2.266
H -0.333 -1.993 0.792
H -3.397 -1.987 0.930
H -2.348 -3.325 0.486
H -2.483 -1.919 -0.570
H -4.049 0.097 0.473
H -6.009 -0.531 -0.848
H -6.012 -0.199 -3.302
H -4.022 0.780 -4.401
H -2.063 1.415 -3.068
Cl 6.512 1.945 1.608
Ge 4.709 1.486 0.502
Cl 3.812 -0.196 2.100
Cl 3.175 2.877 1.819
C 1.576 -0.126 -0.003
C 1.591 -0.761 -1.071
C 1.580 -1.472 -2.235
C 1.923 -2.896 -2.143
C 2.949 -3.315 -1.290
C 3.245 -4.660 -1.172
C 2.499 -5.600 -1.874
C 1.463 -5.193 -2.704
C 1.181 -3.846 -2.852
C 1.271 -0.831 -3.497
C 0.651 0.428 -3.517
C 0.432 1.071 -4.718
C 0.831 0.476 -5.910
C 1.457 -0.765 -5.903
C 1.680 -1.417 -4.706
H 3.529 -2.574 -0.752
H 4.061 -4.980 -0.538
H 2.726 -6.653 -1.774
H 0.876 -5.926 -3.240
H 0.366 -3.526 -3.488
H 0.334 0.880 -2.584
H -0.048 2.040 -4.734
H 0.661 0.986 -6.849
H 1.786 -1.213 -6.831
H 2.205 -2.361 -4.699
*
```


# C35H50N3O5SiY

A molecular structure, C35H50N3O5SiY at a distorted geometry (ωB97M-V with the def2-TZVPD basis set, the Open Molecules 2025 dataset).

Relative energy (zero: lowest compared OMol25 entry of this formula, charge and spin) = 0.640 eV
Highest occupied orbital energy = -0.0035 Ha
F_max = 1.8 eV Å⁻¹
Kohn-Sham gap = 4.3 eV
DFT total energy = -2232.03153 hartree

Structure (ORCA input):
```
! wB97M-V def2-TZVPD RIJCOSX def2/J DEFGRID3
* xyz -2 1
Y 0.145 0.643 -0.020
O -0.126 1.993 -1.820
C 0.328 2.208 -3.005
C 0.797 3.493 -3.383
C 1.258 3.745 -4.655
C 1.277 2.743 -5.631
C 0.827 1.484 -5.284
C 0.364 1.189 -3.998
C -0.075 -0.167 -3.719
N -0.375 -0.620 -2.562
N -0.786 -1.949 -2.580
C -0.927 -2.388 -1.356
O -0.726 -1.760 -0.271
C -1.400 -3.819 -1.261
C -1.922 -4.299 -0.066
C -2.363 -5.612 0.044
C -2.278 -6.467 -1.045
C -1.754 -5.996 -2.244
C -1.322 -4.683 -2.353
H 0.788 4.261 -2.619
H 1.619 4.739 -4.899
H 1.644 2.946 -6.630
H 0.837 0.682 -6.018
H -0.147 -0.851 -4.572
H -1.977 -3.627 0.780
H -2.770 -5.967 0.984
H -2.616 -7.494 -0.963
H -1.680 -6.657 -3.100
H -0.918 -4.296 -3.278
C -3.266 0.175 -0.700
O -2.467 0.318 0.456
C -2.869 -0.491 1.532
C -1.906 -0.269 2.679
O -0.612 -0.721 2.325
C -0.032 -1.744 3.107
C 0.467 -2.852 2.217
O 1.566 -2.380 1.481
C 1.852 -3.152 0.330
H -4.300 0.473 -0.485
H -3.243 -0.856 -1.066
H -2.849 0.832 -1.462
H -2.867 -1.542 1.225
H -3.885 -0.208 1.848
H -2.272 -0.809 3.560
H -1.832 0.799 2.907
H -0.769 -2.151 3.809
H 0.798 -1.326 3.686
H -0.330 -3.153 1.531
H 0.755 -3.713 2.844
H 1.149 -3.983 0.222
H 2.869 -3.548 0.401
H 1.778 -2.520 -0.557
C 3.612 -0.355 -2.096
Si 2.949 0.545 -0.520
C 4.217 -0.091 0.788
C 3.512 2.338 -0.935
H 4.659 -0.079 -2.278
H 3.033 -0.076 -2.981
H 3.567 -1.445 -2.004
H 5.163 0.460 0.721
H 4.430 -1.146 0.595
H 3.850 -0.016 1.813
H 4.591 2.465 -0.782
H 2.990 3.098 -0.351
H 3.292 2.532 -1.990
C 3.076 2.860 2.526
C 1.984 2.699 3.583
C 1.637 1.227 3.778
C 0.786 3.585 3.281
C 0.749 4.791 3.965
C -0.254 5.741 3.798
C -1.284 5.392 2.926
C -1.303 4.210 2.207
C -2.553 3.942 1.378
C -3.283 2.685 1.861
C -2.327 3.917 -0.133
C -0.195 3.257 2.253
N -0.126 2.224 1.438
H 3.975 2.288 2.781
H 3.347 3.912 2.415
H 2.708 2.506 1.565
H 2.394 3.057 4.537
H 1.163 0.847 2.873
H 0.929 1.098 4.605
H 2.540 0.646 4.001
H 1.552 4.993 4.673
H -0.254 6.678 4.343
H -2.125 6.074 2.804
H -3.222 4.789 1.577
H -2.614 1.826 1.767
H -4.185 2.494 1.267
H -3.574 2.797 2.909
H -1.616 3.145 -0.417
H -1.915 4.872 -0.469
H -3.272 3.748 -0.665
*
```


# C19H30F4N2O6P

2 unconnected molecules or ions with the total composition C19H30F4N2O6P at a distorted geometry (ωB97M-V with the def2-TZVPD basis set, the Open Molecules 2025 dataset).

Highest occupied orbital energy = -0.4062 Ha
F_max = 3.5 eV Å⁻¹
Kohn-Sham gap = 6.3 eV
DFT total energy = -2043.44485 hartree

Structure (ORCA input):
```
! wB97M-V def2-TZVPD RIJCOSX def2/J DEFGRID3
* xyz 1 1
C 0.549 0.731 1.868
C -0.112 1.466 0.637
P -0.729 0.344 -0.715
C -1.147 1.249 -2.297
C -0.834 0.276 -3.520
C 0.398 -1.117 -1.003
C 1.828 -0.813 -1.094
N 2.317 0.553 -1.002
C 2.785 -1.895 -1.271
C 4.269 -1.494 -1.362
O 4.962 -1.593 -0.386
O 4.827 -0.991 -2.500
C 2.303 -3.254 -1.351
C 3.228 -4.481 -1.495
F 4.562 -4.250 -1.352
F 2.916 -5.424 -0.522
C 3.035 -5.086 -2.973
F 3.004 -6.450 -2.980
F 4.146 -4.706 -3.714
C 0.862 -3.481 -1.297
C 0.242 -4.901 -1.428
N -0.038 -2.433 -1.128
C -1.494 -2.743 -1.039
C -1.889 -3.355 0.386
O -2.176 -2.226 1.231
H -0.120 0.841 2.762
H 1.505 1.242 2.166
H 0.811 -0.342 1.696
H -0.896 2.156 1.031
H 0.679 2.122 0.181
H -2.263 1.377 -2.318
H -0.665 2.248 -2.412
H -1.190 -0.763 -3.278
H -1.443 0.586 -4.411
H 0.256 0.247 -3.762
H 2.901 0.567 -0.154
H 2.964 0.699 -1.783
H 5.682 -0.584 -2.256
H 2.158 -4.620 -3.496
H -0.296 -5.230 -0.508
H 0.978 -5.693 -1.681
H -0.524 -4.917 -2.252
H -2.128 -1.831 -1.136
H -1.825 -3.403 -1.885
H -2.833 -3.935 0.280
H -1.048 -3.916 0.859
H -1.350 -1.815 1.532
C -3.915 5.001 5.293
C -2.408 5.143 5.225
O -1.890 4.718 3.953
C -2.110 5.553 2.934
O -2.680 6.610 2.986
O -1.598 4.995 1.824
C -1.862 5.738 0.633
H -4.214 3.977 5.058
H -4.280 5.259 6.288
H -4.410 5.650 4.570
H -1.951 4.494 5.973
H -2.086 6.163 5.443
H -1.517 6.767 0.725
H -2.928 5.711 0.403
H -1.318 5.261 -0.181
*
```


# C5H12O3Y

A molecular structure, C5H12O3Y at a distorted geometry (ωB97M-V with the def2-TZVPD basis set, the Open Molecules 2025 dataset).

Relative energy (zero: lowest compared OMol25 entry of this formula, charge and spin) = 3.789 eV
Highest occupied orbital energy (alpha / beta) = -0.3952 / -0.3929 Ha
F_max = 4.0 eV Å⁻¹
Kohn-Sham gap (alpha / beta) = 6.5 / 6.4 eV
DFT total energy = -461.24784 hartree

Structure (ORCA input):
```
! wB97M-V def2-TZVPD RIJCOSX def2/J DEFGRID3
* xyz 1 1
C 3.329 -0.223 2.680
O 2.466 -1.330 2.624
H 3.314 0.348 1.734
H 3.027 0.500 3.458
H 4.348 -0.581 2.877
H 1.498 -1.189 3.053
C 0.093 -0.215 1.709
O -0.252 0.146 0.508
C -0.324 -0.873 -0.515
C -1.467 -0.600 -1.456
O -1.517 0.775 -1.780
C -2.383 1.066 -2.866
H -0.005 0.697 2.334
H -0.464 -1.850 -0.039
H 0.643 -0.853 -1.032
H -2.420 -0.910 -0.995
H -1.311 -1.194 -2.371
H -2.385 2.155 -3.000
H -2.015 0.582 -3.782
H -3.405 0.724 -2.647
Y -0.772 2.821 -0.495
*
```


# CHN4O2

2 unconnected molecules or ions with the total composition CHN4O2 at a distorted geometry (ωB97M-V with the def2-TZVPD basis set, the Open Molecules 2025 dataset).

Relative energy (zero: lowest compared OMol25 entry of this formula, charge and spin) = 5.742 eV
Highest occupied orbital energy (alpha / beta) = -0.1722 / -0.1722 Ha
F_max = 4.8 eV Å⁻¹
Kohn-Sham gap (alpha / beta) = 6.2 / 6.2 eV
DFT total energy = -408.06476 hartree

Structure (ORCA input):
```
! wB97M-V def2-TZVPD RIJCOSX def2/J DEFGRID3
* xyz -1 1
C 1.486 -1.132 -2.085
N 2.055 -2.035 -2.535
N -1.351 0.472 0.230
N -0.895 -0.602 -0.174
N -0.629 1.186 1.183
O 0.412 0.702 1.638
O -1.110 2.261 1.526
H 0.032 -0.852 0.217
*
```


# C44H62N4O39P

14 unconnected molecules or ions with the total composition C44H62N4O39P at a distorted geometry (ωB97M-V with the def2-TZVPD basis set, the Open Molecules 2025 dataset).

Highest occupied orbital energy = -0.4185 Ha
F_max = 2.3 eV Å⁻¹
Kohn-Sham gap = 5.2 eV
DFT total energy = -5208.29144 hartree

Structure (ORCA input):
```
! wB97M-V def2-TZVPD RIJCOSX def2/J DEFGRID3
* xyz 1 1
C -1.701 -2.824 3.452
C -1.038 -2.157 4.174
C -0.052 -1.489 4.995
C 0.868 -2.451 5.804
N 2.222 -1.831 5.749
C 2.012 -0.592 5.166
N 2.739 0.500 5.424
N 0.919 -0.582 4.335
P 1.186 -0.762 2.606
N 2.163 -1.922 2.196
H -2.270 -3.535 2.904
H -0.581 -0.813 5.670
H 0.838 -3.379 5.235
H 0.515 -2.570 6.821
H 2.743 -2.479 5.159
H 2.562 0.978 6.298
H 3.424 0.918 4.811
H -0.100 -0.883 2.028
H 1.699 0.480 2.173
H 2.479 -2.397 3.038
C 1.833 -3.823 -1.449
C 2.253 -4.240 -0.063
O 1.955 -5.644 -0.052
C 1.954 -6.071 -1.344
O 1.910 -7.214 -1.673
O 2.019 -5.027 -2.202
H 2.442 -3.016 -1.855
H 0.779 -3.535 -1.498
H 3.325 -4.106 0.106
H 1.706 -3.722 0.717
C -4.743 -3.599 0.119
C -5.314 -2.504 -0.737
O -4.371 -1.438 -0.554
C -3.193 -1.987 -0.183
O -2.163 -1.384 -0.109
O -3.331 -3.308 0.093
H -4.943 -4.589 -0.277
H -5.093 -3.555 1.150
H -5.340 -2.772 -1.794
H -6.309 -2.200 -0.427
C 6.092 -7.398 -1.498
C 5.446 -6.323 -2.335
O 6.389 -5.249 -2.245
C 7.597 -5.786 -1.953
O 8.623 -5.180 -1.970
O 7.486 -7.099 -1.637
H 5.871 -8.400 -1.855
H 5.820 -7.330 -0.443
H 5.340 -6.615 -3.381
H 4.476 -6.020 -1.954
C -3.512 2.647 -0.230
C -4.439 1.588 0.311
O -5.673 2.301 0.466
C -5.647 3.355 -0.383
O -6.587 4.046 -0.623
O -4.414 3.516 -0.926
H -2.761 2.245 -0.906
H -3.013 3.215 0.558
H -4.594 0.769 -0.386
H -4.105 1.182 1.264
C -4.937 7.973 -0.103
C -4.761 7.597 1.348
O -3.606 6.749 1.310
C -2.898 7.068 0.200
O -1.801 6.669 -0.040
O -3.597 7.902 -0.603
H -5.348 8.971 -0.234
H -5.554 7.259 -0.648
H -4.544 8.459 1.982
H -5.619 7.065 1.753
C 10.676 -4.049 -4.053
C 11.254 -5.405 -4.368
O 12.458 -5.075 -5.067
C 12.826 -3.821 -4.693
O 13.867 -3.315 -4.963
O 11.844 -3.225 -3.968
H 10.124 -4.036 -3.122
H 10.035 -3.671 -4.854
H 11.510 -5.969 -3.469
H 10.599 -6.010 -4.991
C -5.983 -6.117 4.056
C -6.916 -7.271 3.800
O -7.647 -6.827 2.651
C -6.890 -5.915 2.001
O -7.137 -5.477 0.923
O -5.806 -5.559 2.747
H -5.028 -6.429 4.475
H -6.426 -5.361 4.705
H -6.387 -8.192 3.547
H -7.584 -7.464 4.636
C 3.250 1.167 -3.425
C 3.674 0.779 -2.033
O 3.336 -0.615 -1.978
C 3.311 -1.081 -3.257
O 3.231 -2.235 -3.547
O 3.394 -0.071 -4.142
H 3.884 1.955 -3.856
H 2.203 1.480 -3.471
H 4.748 0.886 -1.878
H 3.147 1.336 -1.261
C 7.397 3.551 -1.218
C 7.803 4.665 -2.147
O 7.115 4.323 -3.360
C 6.061 3.555 -3.033
O 5.190 3.237 -3.786
O 6.110 3.181 -1.727
H 7.329 3.872 -0.181
H 8.063 2.687 -1.279
H 7.459 5.641 -1.808
H 8.877 4.707 -2.307
C -9.656 -2.035 6.228
C -8.207 -1.781 5.892
O -7.582 -3.013 6.266
C -8.533 -3.985 6.232
O -8.310 -5.149 6.327
O -9.766 -3.451 6.073
H -10.342 -1.518 5.561
H -9.900 -1.773 7.260
H -8.048 -1.614 4.825
H -7.784 -0.948 6.448
C 4.534 9.051 -1.372
C 4.779 8.697 0.074
O 5.945 7.869 -0.005
C 6.599 8.189 -1.154
O 7.691 7.803 -1.437
O 5.851 8.999 -1.930
H 4.100 10.040 -1.496
H 3.905 8.324 -1.885
H 5.008 9.571 0.688
H 3.949 8.157 0.523
C -9.991 0.535 -1.691
C -8.533 0.737 -2.021
O -7.952 -0.513 -1.633
C -8.934 -1.454 -1.663
O -8.743 -2.621 -1.552
O -10.150 -0.880 -1.833
H -10.655 1.069 -2.366
H -10.230 0.815 -0.663
H -8.361 0.889 -3.089
H -8.085 1.562 -1.471
C -0.192 6.276 -3.148
C -0.788 7.328 -4.047
O 0.203 8.356 -4.020
C 1.389 7.783 -3.697
O 2.439 8.339 -3.758
O 1.217 6.496 -3.300
H -0.461 5.265 -3.448
H -0.461 6.419 -2.100
H -0.909 6.982 -5.076
H -1.744 7.699 -3.684
*
```


# C4H13N3

2 unconnected molecules or ions with the total composition C4H13N3 at a distorted geometry (ωB97M-V with the def2-TZVPD basis set, the Open Molecules 2025 dataset).

Relative energy (zero: lowest compared OMol25 entry of this formula, charge and spin) = 6.083 eV
Highest occupied orbital energy = -0.2939 Ha
F_max = 4.1 eV Å⁻¹
Kohn-Sham gap = 5.5 eV
DFT total energy = -324.25137 hartree

Structure (ORCA input):
```
! wB97M-V def2-TZVPD RIJCOSX def2/J DEFGRID3
* xyz 0 1
N 3.340 0.570 -1.158
C -2.950 1.308 0.078
C -1.936 0.381 -0.698
N -1.566 -0.750 0.055
C -0.487 -0.701 0.957
C 0.887 -0.256 0.331
N 1.991 -1.059 0.617
H -3.651 1.937 -0.424
H 2.927 0.432 -2.077
H -2.273 1.907 0.693
H -3.577 0.735 0.757
H -1.107 1.065 -1.001
H -2.351 0.034 -1.670
H 4.347 0.509 -1.138
H -0.315 -1.731 1.314
H -0.688 -0.051 1.809
H 1.123 0.751 0.691
H 0.799 -0.143 -0.748
H 2.944 -0.183 -0.546
H 2.138 -1.061 1.622
*
```